Run P
Computed, not measured: C3H5NO as an isolated structure, with ωB97M-V/def2-TZVPD.

Geometry as XYZ:
```
10
Properties=species:S:1:pos:R:3
C -0.18 0.04 -0.14
C -1.60 -0.48 1.06
C 1.09 0.27 -0.86
N -1.23 0.76 -0.09
O -0.28 -0.90 0.84
H -1.59 -0.21 2.15
H -2.21 -1.14 0.50
H 1.25 -0.63 -1.49
H 1.92 0.58 -0.12
H 0.83 1.03 -1.55
```

Results
Frontier orbital gap, Ha: 0.4028
HOMO energy, eV: -9.97

Run Q
Computed, not measured: C3H5NO in the gas phase, with ωB97M-V/def2-TZVPD.

Geometry as XYZ:
```
10
Properties=species:S:1:pos:R:3
O 1.40 -1.51 0.24
C 1.47 -0.37 -0.16
N 0.33 0.33 -0.53
C -0.91 -0.42 -0.17
C -0.69 0.95 0.30
H 2.44 0.10 -0.40
H -0.87 -1.22 0.58
H -1.47 -0.66 -1.06
H -1.22 1.76 -0.17
H -0.48 1.08 1.36
```

Results
Frontier orbital gap, Ha: 0.4012
HOMO energy, eV: -9.92

Run R
Computed, not measured: C3H5NO in the gas phase, with ωB97M-V/def2-TZVPD.

Geometry as XYZ:
```
10
Properties=species:S:1:pos:R:3
N -1.30 -2.38 0.38
C -0.51 -1.66 -0.07
C 0.41 -0.60 -0.53
C -0.03 0.63 0.29
O 0.68 1.83 0.08
H 1.44 -0.93 -0.35
H 0.30 -0.50 -1.62
H 0.02 0.31 1.34
H -1.10 0.76 0.07
H 0.10 2.53 0.41
```

Results
Frontier orbital gap, Ha: 0.4278
HOMO energy, eV: -11.02

Run S
Computed, not measured: a 2-piece molecular cluster, C3H5NO overall, with ωB97M-V/def2-TZVPD.

Geometry as XYZ:
```
10
Properties=species:S:1:pos:R:3
C -1.81 -0.15 0.56
C 0.37 0.62 -0.16
C 0.86 -0.74 -0.34
N 0.59 1.83 -0.03
O -2.54 -0.65 -0.23
H -1.98 -0.30 1.56
H 1.84 -0.78 0.24
H 1.11 -0.87 -1.37
H 0.06 -1.30 -0.09
H 1.48 2.35 -0.14
```

Results
Frontier orbital gap (alpha / beta), Ha: 0.2847 / 0.2929
HOMO energy (alpha / beta), eV: -7.06 / -7.33

Most stable to least stable: run R, run Q, run P, run S

Run P
Computed, not measured: C3H5NO in the gas phase, with ωB97M-V/def2-TZVPD.

Geometry as XYZ:
```
10
Properties=species:S:1:pos:R:3
H -3.00 -0.62 -0.36
N -2.09 -0.83 0.01
C -1.18 0.03 0.02
O -0.78 1.26 -0.24
C 0.25 0.40 0.37
C 1.51 -0.17 -0.18
H 0.20 0.81 1.45
H 2.12 0.67 -0.40
H 1.19 -0.56 -1.10
H 1.78 -0.99 0.45
```

Results
Frontier orbital gap, Ha: 0.3927
HOMO energy, eV: -9.69

Run Q
Computed, not measured: C3H5NO in the gas phase, with ωB97M-V/def2-TZVPD.

Geometry as XYZ:
```
10
Properties=species:S:1:pos:R:3
O -1.55 -0.73 1.46
C -0.69 -0.33 0.73
C 0.70 -0.80 0.23
N 0.71 0.34 -0.71
C -0.56 0.88 -0.21
H 1.51 -0.43 0.82
H 0.79 -1.87 -0.06
H 0.91 0.21 -1.69
H -0.47 1.84 0.34
H -1.34 0.93 -0.96
```

Results
Frontier orbital gap, Ha: 0.3723
HOMO energy, eV: -9.13

Most stable to least stable: run Q, run P

Run P
Computed, not measured: C6H12O in the gas phase, with ωB97M-V/def2-TZVPD.

Geometry as XYZ:
```
19
Properties=species:S:1:pos:R:3
C 2.03 -0.38 -0.74
C 1.20 0.32 0.06
O 1.31 0.34 1.40
C 0.11 1.25 -0.42
C -1.25 1.07 0.26
C -1.73 -0.35 -0.03
C -0.58 -1.37 0.23
H 2.80 -1.01 -0.31
H 2.09 -0.12 -1.79
H 2.09 -0.18 1.64
H 0.53 2.24 -0.23
H 0.00 1.11 -1.50
H -1.16 1.24 1.34
H -1.96 1.83 -0.12
H -2.02 -0.42 -1.09
H -2.65 -0.57 0.54
H 0.48 -1.18 -0.34
H -0.79 -2.32 -0.23
H -0.49 -1.51 1.33
```

Results
Frontier orbital gap, Ha: 0.3215
HOMO energy, eV: -7.88

Run Q
Computed, not measured: C6H12O as an isolated structure, with ωB97M-V/def2-TZVPD.

Geometry as XYZ:
```
19
Properties=species:S:1:pos:R:3
C -1.66 1.72 -0.15
C -0.67 0.65 -0.49
C -1.13 -0.62 -1.13
O 0.63 1.02 -0.39
C 1.02 -0.09 0.28
C 0.43 -0.53 1.58
C 2.27 -0.71 -0.24
H -1.13 2.67 -0.06
H -2.20 1.56 0.80
H -2.42 1.80 -0.94
H -1.50 -1.36 -0.39
H -0.30 -1.11 -1.67
H -1.95 -0.44 -1.83
H -0.21 -1.43 1.47
H 1.22 -0.80 2.30
H -0.21 0.25 2.01
H 2.80 0.04 -0.85
H 2.12 -1.60 -0.88
H 2.91 -1.02 0.59
```

Results
Frontier orbital gap (alpha / beta), Ha: 0.2829 / 0.2830
HOMO energy (alpha / beta), eV: -6.74 / -6.74

Most stable to least stable: run P, run Q

Run P
Computed, not measured: C6H12O in the gas phase, with ωB97M-V/def2-TZVPD.

Geometry as XYZ:
```
19
Properties=species:S:1:pos:R:3
C 1.56 1.31 -0.55
C 1.03 0.42 0.71
C -0.25 1.03 1.27
O -1.32 0.48 0.51
C -1.03 -0.89 0.25
C -1.67 -1.28 -1.08
C 0.51 -0.93 0.18
H 2.06 2.21 -0.17
H 0.75 1.65 -1.21
H 2.30 0.84 -1.24
H 1.85 0.32 1.43
H -0.39 0.81 2.34
H -0.27 2.11 1.11
H -1.48 -1.52 1.05
H -2.75 -1.09 -1.08
H -1.50 -2.34 -1.30
H -1.21 -0.68 -1.88
H 0.84 -0.59 -0.79
H 0.98 -1.88 0.46
```

Results
Frontier orbital gap, Ha: 0.3980
HOMO energy, eV: -9.71

Run Q
Computed, not measured: C6H12O as an isolated structure, with ωB97M-V/def2-TZVPD.

Geometry as XYZ:
```
19
Properties=species:S:1:pos:R:3
C 1.61 1.21 0.03
C 0.78 -0.06 0.19
C 1.49 -1.28 -0.39
C -0.60 0.13 -0.45
C -1.63 -0.81 -0.12
C -1.51 1.19 0.21
O -2.43 0.31 1.15
H 1.04 2.07 0.40
H 2.56 1.14 0.57
H 1.84 1.38 -1.03
H 0.61 -0.22 1.27
H 2.46 -1.45 0.10
H 1.67 -1.15 -1.46
H 0.89 -2.20 -0.27
H -0.53 0.35 -1.52
H -2.48 -0.93 -0.79
H -1.49 -1.62 0.59
H -2.27 1.57 -0.49
H -2.01 0.37 2.02
```

Results
Frontier orbital gap (alpha / beta), Ha: 0.2734 / 0.2735
HOMO energy (alpha / beta), eV: -6.94 / -6.94

Run R
Computed, not measured: C6H12O in the gas phase, with ωB97M-V/def2-TZVPD.

Geometry as XYZ:
```
19
Properties=species:S:1:pos:R:3
C 0.30 -0.29 -2.09
C -0.02 0.18 -0.67
O -0.64 1.46 -0.75
C -0.90 -0.77 0.16
C -0.84 -0.11 1.54
C 0.67 0.19 1.69
C 1.20 0.37 0.25
H -0.63 -0.42 -2.66
H 0.85 -1.24 -2.10
H 0.90 0.47 -2.60
H -1.51 1.33 -1.15
H -1.91 -0.89 -0.25
H -0.44 -1.77 0.20
H -1.40 0.83 1.49
H -1.25 -0.71 2.35
H 1.16 -0.67 2.17
H 0.85 1.06 2.33
H 1.97 -0.37 0.01
H 1.63 1.36 0.08
```

Results
Frontier orbital gap, Ha: 0.4100
HOMO energy, eV: -10.20

Most stable to least stable: run R, run P, run Q

Run P
Computed, not measured: C6H12O in the gas phase, with ωB97M-V/def2-TZVPD.

Geometry as XYZ:
```
19
Properties=species:S:1:pos:R:3
C 2.86 0.26 0.27
C 1.55 0.79 -0.25
O 0.44 0.62 0.55
C 0.03 -0.61 0.00
C -1.83 -0.67 1.21
C -1.55 -0.63 -0.20
C -2.02 0.57 -1.00
H 2.78 -0.78 0.60
H 3.20 0.85 1.13
H 3.63 0.33 -0.51
H 0.66 -0.54 -1.01
H 1.57 1.75 -0.77
H 0.40 -1.47 0.58
H -1.91 0.25 1.78
H -1.86 -1.61 1.74
H -1.75 -1.58 -0.71
H -1.58 0.59 -2.00
H -3.11 0.53 -1.10
H -1.75 1.50 -0.48
```

Results
Frontier orbital gap (alpha / beta), Ha: 0.3010 / 0.3100
HOMO energy (alpha / beta), eV: -7.48 / -7.50

Run Q
Computed, not measured: C6H12O in the gas phase, with ωB97M-V/def2-TZVPD.

Geometry as XYZ:
```
19
Properties=species:S:1:pos:R:3
C 1.41 1.27 -0.08
C 0.60 -0.02 0.02
C 1.36 -1.31 -0.16
C -0.64 0.13 -0.83
C -1.71 -0.86 -0.53
C -1.63 0.42 0.30
O -1.22 0.36 1.79
H 0.76 2.15 0.04
H 2.15 1.29 0.72
H 1.93 1.38 -1.04
H 0.15 0.00 1.08
H 2.17 -1.36 0.58
H 1.80 -1.44 -1.16
H 0.71 -2.18 0.03
H -0.61 0.60 -1.84
H -2.55 -0.94 -1.24
H -1.42 -1.83 -0.13
H -2.40 1.16 0.28
H -0.88 1.21 2.18
```

Results
Frontier orbital gap, Ha: 0.3815
HOMO energy, eV: -9.47

Most stable to least stable: run Q, run P

Run P
Computed, not measured: C6H9NO as an isolated structure, with ωB97M-V/def2-TZVPD.

Geometry as XYZ:
```
17
Properties=species:S:1:pos:R:3
C 1.60 0.73 -0.76
C 0.36 0.09 -0.23
C -0.11 -0.31 1.75
C -0.70 0.73 0.76
C -1.90 -0.38 -0.78
C -0.65 -0.51 -1.15
H 1.52 1.29 -2.14
H 2.25 -0.45 -0.81
H 2.01 1.51 -0.11
H 0.79 -1.65 0.60
H -0.97 -0.90 1.89
H 0.32 0.17 2.55
H -0.34 1.96 0.62
H -2.81 -0.60 -1.44
H -0.31 -1.46 -1.81
N 0.96 -0.72 0.73
O -2.02 0.51 0.34
```

Results
Frontier orbital gap, Ha: 0.3622
HOMO energy, eV: -8.85

Run Q
Computed, not measured: C6H9NO in the gas phase, with ωB97M-V/def2-TZVPD.

Geometry as XYZ:
```
17
Properties=species:S:1:pos:R:3
H -1.66 -2.67 0.60
N -0.82 -2.15 0.32
C -1.04 -0.91 0.23
C -2.00 0.22 0.25
O -3.10 0.60 0.56
C -0.70 0.46 -0.31
C -0.20 0.98 -1.61
C 0.56 0.42 0.91
C 1.82 -0.35 0.58
H -1.02 0.93 -2.34
H 0.13 2.02 -1.51
H 0.62 0.39 -2.00
H 0.75 1.49 0.88
H 0.20 0.21 1.92
H 2.59 -0.13 1.32
H 2.22 -0.07 -0.40
H 1.64 -1.42 0.60
```

Results
Frontier orbital gap, Ha: 0.3115
HOMO energy, eV: -8.44

Most stable to least stable: run Q, run P

Run P
Computed, not measured: C6H9NO in the gas phase, with ωB97M-V/def2-TZVPD.

Geometry as XYZ:
```
17
Properties=species:S:1:pos:R:3
C 0.86 0.12 -0.17
C 1.09 -1.34 -0.22
C 0.25 -0.73 0.90
C -1.23 -0.45 0.59
C -1.27 1.10 0.50
C -0.55 0.63 -0.81
H 2.42 1.08 -0.82
H 1.80 1.89 0.42
H 2.09 -1.80 0.04
H 0.50 -1.87 -0.97
H 0.57 -0.82 1.97
H -1.93 -1.02 1.16
H -2.26 1.45 0.35
H -0.78 1.75 1.27
H -0.52 1.23 -1.76
N 1.99 0.93 0.07
O -1.34 -0.55 -0.86
```

Results
Frontier orbital gap, Ha: 0.3642
HOMO energy, eV: -8.85

Run Q
Computed, not measured: C6H9NO in the gas phase, with ωB97M-V/def2-TZVPD.

Geometry as XYZ:
```
17
Properties=species:S:1:pos:R:3
C 1.28 -1.21 -0.15
C -0.05 -1.10 -0.49
C 2.00 -0.18 0.50
C -1.52 0.71 0.96
C -2.21 0.39 -0.37
C -0.81 0.03 -0.21
N 0.74 1.34 -0.89
O 1.51 1.16 0.23
H 1.72 -2.16 -0.34
H -0.62 -1.83 -1.14
H 2.04 -0.30 1.65
H 3.06 -0.18 0.13
H -1.14 1.69 1.18
H -1.61 0.10 1.79
H -3.02 -0.32 -0.40
H -2.44 1.24 -0.91
H 1.08 0.61 -1.55
```

Results
Frontier orbital gap (alpha / beta), Ha: 0.3068 / 0.3068
HOMO energy (alpha / beta), eV: -8.02 / -8.02

Run R
Computed, not measured: C6H9NO in the gas phase, with ωB97M-V/def2-TZVPD.

Geometry as XYZ:
```
17
Properties=species:S:1:pos:R:3
O 2.70 0.86 -0.44
C 1.57 0.39 -0.34
C 0.85 -0.28 0.89
C -0.11 -1.24 0.85
C -1.06 -0.72 -0.10
C -1.51 0.58 0.11
N -0.76 0.24 -1.03
C 0.56 0.74 -1.39
H 1.83 -0.36 1.75
H 0.17 0.72 1.17
H 0.04 -2.46 0.45
H -0.60 -1.30 1.94
H -1.69 -1.62 -0.45
H -0.99 1.21 0.74
H -2.63 0.92 -0.09
H 0.81 1.86 -1.48
H 0.83 0.45 -2.56
```

Results
Frontier orbital gap, Ha: 0.3515
HOMO energy, eV: -8.87

Run S
Computed, not measured: C6H9NO in the gas phase, with ωB97M-V/def2-TZVPD.

Geometry as XYZ:
```
17
Properties=species:S:1:pos:R:3
H 1.59 2.25 1.07
N 0.52 2.06 0.97
C 0.17 0.90 0.81
C 1.01 -0.40 0.56
C 1.81 -0.62 -0.78
C -0.42 -1.12 0.52
O -0.78 -2.29 0.57
C -1.20 0.18 0.55
C -1.91 0.36 -0.75
H 1.46 -0.85 1.45
H 1.48 -1.47 -1.42
H 2.85 -0.68 -0.53
H 1.60 0.31 -1.34
H -1.91 0.13 1.35
H -2.83 -0.29 -0.69
H -1.27 0.06 -1.52
H -2.17 1.47 -0.82
```

Results
Frontier orbital gap, Ha: 0.3554
HOMO energy, eV: -9.14

Most stable to least stable: run S, run P, run R, run Q